Entry 1:
The following is a DFT calculation (ωB97M-V/def2-TZVPD) of 2 unconnected molecules or ions with the total composition C4H12S2 at a distorted geometry.

Each line ends with the Löwdin charge.
Cartesian coordinates (Å):
C: -0.046 2.253 -2.448  -0.173
C: 1.225 2.999 -2.066  -0.571
S: 1.805 2.496 -0.376  0.647
H: -0.143 1.403 -1.826  0.029
H: -0.037 1.875 -3.470  0.071
H: -0.908 2.885 -2.263  0.071
H: 2.124 2.716 -2.611  0.050
H: 1.199 4.078 -2.004  0.048
H: 0.714 2.715 0.343  -0.173
C: -0.017 -1.988 2.482  -0.189
C: -0.922 -2.598 1.424  -0.608
S: -0.815 -4.444 1.412  0.654
H: -0.422 -0.973 2.613  0.069
H: 0.992 -1.779 2.132  0.068
H: -0.017 -2.477 3.452  0.063
H: -1.972 -2.356 1.554  0.056
H: -0.636 -2.208 0.449  0.057
H: -2.125 -4.600 1.203  -0.168

For the HOMO-LUMO gap, the calculation gives 9.74 eV. Its total charge is 0. The HOMO energy comes out at -9.0 eV.

***

Entry 2:
The following is a DFT calculation (ωB97M-V/def2-TZVPD) of 6 unconnected molecules or ions with the total composition C25H51NO12PS5 at a distorted geometry.

Each line ends with the Löwdin charge.
Cartesian coordinates (Å):
C: -1.397 -0.579 -1.173  -0.218
C: -1.975 0.473 -2.249  -0.416
P: -3.666 1.112 -1.591  0.857
C: -3.951 2.712 -2.593  -0.328
N: -4.793 -0.165 -2.050  -0.282
C: -5.953 -0.279 -1.116  -0.249
C: -6.988 -1.350 -1.759  -0.580
O: -6.802 -2.599 -1.623  -0.106
O: -8.099 -0.828 -2.424  -0.241
H: -0.744 -0.075 -0.371  0.062
H: -2.269 -1.165 -0.694  0.064
H: -0.773 -1.362 -1.747  0.061
H: -1.257 1.323 -2.503  0.070
H: -2.253 -0.153 -3.183  0.076
H: -4.209 3.610 -1.917  0.004
H: -4.807 2.553 -3.344  0.039
H: -2.989 3.014 -3.141  0.025
H: -5.076 -0.112 -3.038  0.077
H: -6.461 0.711 -0.857  0.091
H: -5.532 -0.695 -0.125  0.102
C: -1.588 7.455 -0.432  -0.229
C: -2.964 7.311 0.223  -0.221
C: -3.391 5.849 0.077  -0.223
S: -1.881 4.892 0.003  0.655
O: -1.779 4.291 -1.306  -0.332
O: -1.746 4.121 1.218  -0.324
C: -0.762 6.281 0.077  -0.239
H: -1.120 8.411 -0.186  0.113
H: -1.690 7.398 -1.520  0.120
H: -2.890 7.569 1.285  0.116
H: -3.698 7.983 -0.227  0.114
H: -3.988 5.517 0.926  0.109
H: -3.941 5.684 -0.851  0.096
H: 0.120 6.080 -0.530  0.107
H: -0.476 6.424 1.121  0.106
C: 3.025 -2.027 1.479  -0.226
C: 3.031 -0.516 1.713  -0.210
C: 3.412 0.151 0.390  -0.217
S: 2.872 -0.961 -0.904  0.665
O: 4.039 -1.461 -1.597  -0.331
O: 1.754 -0.371 -1.603  -0.328
C: 2.264 -2.242 0.178  -0.225
H: 2.560 -2.564 2.309  0.121
H: 4.052 -2.387 1.377  0.079
H: 2.030 -0.190 2.015  0.119
H: 3.722 -0.233 2.510  0.102
H: 2.916 1.115 0.268  0.104
H: 4.493 0.274 0.301  0.098
H: 2.442 -3.220 -0.268  0.109
H: 1.193 -2.081 0.317  0.104
C: 8.753 -4.113 2.281  -0.220
C: 8.489 -4.150 0.774  -0.218
C: 7.206 -3.359 0.514  -0.218
S: 7.093 -2.144 1.824  0.663
O: 5.938 -2.450 2.639  -0.328
O: 7.320 -0.826 1.272  -0.325
C: 8.557 -2.662 2.700  -0.253
H: 9.755 -4.470 2.526  0.116
H: 8.030 -4.754 2.797  0.120
H: 9.325 -3.679 0.247  0.118
H: 8.403 -5.174 0.403  0.114
H: 7.235 -2.849 -0.450  0.110
H: 6.323 -3.998 0.570  0.108
H: 8.410 -2.541 3.771  0.083
H: 9.387 -2.040 2.361  0.114
C: -9.833 -3.858 -4.353  -0.216
C: -9.833 -2.360 -4.654  -0.217
C: -10.144 -2.191 -6.144  -0.228
S: -11.129 -3.609 -6.614  0.660
O: -10.371 -4.406 -7.554  -0.342
O: -12.486 -3.181 -6.884  -0.352
C: -11.084 -4.415 -5.023  -0.246
H: -9.831 -4.055 -3.280  0.122
H: -8.940 -4.322 -4.785  0.122
H: -10.608 -1.868 -4.058  0.121
H: -8.879 -1.896 -4.395  0.094
H: -10.710 -1.279 -6.336  0.100
H: -9.234 -2.198 -6.746  0.103
H: -11.057 -5.496 -5.154  0.102
H: -11.984 -4.124 -4.477  0.104
C: 5.668 0.861 5.379  -0.222
C: 6.241 0.983 6.793  -0.218
C: 7.690 0.494 6.745  -0.223
S: 8.266 0.803 5.079  0.687
O: 8.524 -0.467 4.439  -0.328
O: 9.244 1.867 5.102  -0.321
C: 6.726 1.447 4.453  -0.222
H: 4.715 1.384 5.281  0.119
H: 5.502 -0.194 5.138  0.119
H: 6.216 2.032 7.107  0.118
H: 5.656 0.412 7.517  0.115
H: 8.321 1.034 7.452  0.103
H: 7.756 -0.579 6.932  0.106
H: 6.596 1.153 3.411  0.102
H: 6.762 2.536 4.535  0.111

For the HOMO-LUMO gap, the calculation gives 5.80 eV. Its total charge is -1. The HOMO energy comes out at -4.4 eV.

***

Entry 3:
The following is a DFT calculation (ωB97M-V/def2-TZVPD) of 8 unconnected molecules or ions with the total composition C4H25N3O8 at a distorted geometry.

Each line ends with the Löwdin spin population.
Cartesian coordinates (Å):
C: -0.662 -0.243 0.299  0.079
N: 0.201 0.402 1.337  0.409
C: 0.970 -0.364 2.178  0.020
N: 1.563 0.321 3.217  0.047
O: 1.008 -1.577 2.122  0.101
C: 0.127 -0.441 -1.025  0.076
C: 0.162 0.924 -1.762  0.004
N: -0.540 -1.402 -1.884  0.199
H: -1.118 -1.105 0.771  0.001
H: -1.466 0.504 0.212  0.014
H: 0.536 1.331 1.001  0.005
H: 1.958 -0.284 3.923  0.001
H: 2.057 1.183 3.027  -0.001
H: 1.160 -0.766 -0.905  0.004
H: 0.432 1.691 -1.054  0.000
H: 0.976 1.016 -2.489  0.002
H: -0.765 0.904 -2.339  0.000
H: -0.785 -2.285 -1.427  0.007
H: -1.393 -0.981 -2.240  0.005
H: -2.229 2.872 0.711  0.000
H: -1.936 3.537 -0.658  0.000
O: -2.575 2.987 -0.184  0.001
H: -3.239 0.972 -2.471  0.000
H: -3.587 1.848 -1.234  0.000
O: -3.831 1.012 -1.690  0.002
H: -0.760 1.875 2.986  0.001
H: -1.935 1.511 2.089  0.001
O: -1.620 2.197 2.696  0.014
H: 0.675 -4.416 -0.871  0.000
H: 0.429 -3.960 0.481  0.000
O: -0.046 -4.394 -0.227  0.000
H: 1.129 3.744 0.171  0.000
H: 0.694 3.640 1.626  0.000
O: 0.627 3.175 0.769  -0.002
H: 0.802 -2.751 -2.236  0.002
H: 2.233 -3.262 -2.609  0.000
O: 1.625 -3.172 -1.865  0.005
H: 2.783 -2.307 -0.854  0.000
H: 3.053 -2.184 0.622  0.000
O: 3.290 -1.752 -0.216  0.002

For the HOMO-LUMO gap (alpha / beta), the calculation gives 10.65 / 5.21 eV. Its total charge is +1. The HOMO energy (alpha / beta) comes out at -13.9 / -13.8 eV. Its spin multiplicity is 2.

***

Entry 4:
The following is a DFT calculation (ωB97M-V/def2-TZVPD) of 2 unconnected molecules or ions with the total composition H3N3O4 at a distorted geometry.

Each line ends with the Löwdin charge.
Cartesian coordinates (Å):
N: 0.488 -1.296 0.016  0.082
N: 0.672 -0.177 0.610  0.033
N: 1.746 0.584 0.075  -0.442
O: 2.482 0.028 -0.716  0.072
O: 1.898 1.696 0.540  0.053
O: -0.769 2.167 0.209  -0.010
O: -0.475 1.155 -0.640  -0.089
H: 0.762 -1.298 -0.917  0.081
H: -0.400 -1.848 0.315  0.187
H: 0.066 2.499 0.448  0.034

For the HOMO-LUMO gap (alpha / beta), the calculation gives 8.24 / 9.41 eV. Its total charge is 0. The HOMO energy (alpha / beta) comes out at -9.1 / -10.8 eV.

***

Per-record energy relative to the best compared isomer or geometry (same formula, charge and spin), kcal per mole: 14.92; 25.96; 0.00; 17.57